[1]
{
  "formula": "C5H8O2",
  "method": "ωB97M-V/def2-TZVPD",
  "relative_energy_ev": 1.215,
  "total_charge": 0,
  "species": ["O", "C", "C", "C", "C", "C", "O", "H", "H", "H", "H", "H", "H", "H", "H"],
  "positions_angstrom": [[-1.21704, 0.97225, 1.97920], [-0.32286, 0.44041, 1.37819], [1.20430, 0.46789, 1.48374], [1.21056, 0.15381, -0.03067], [-0.24328, -0.36278, 0.07661], [-1.20229, -0.16550, -1.07167], [-0.83647, -1.12206, -2.05204], [1.68067, 1.38115, 1.84568], [1.55324, -0.38706, 2.07407], [1.95676, -0.54500, -0.40876], [1.23970, 1.07904, -0.61681], [-0.23531, -1.42882, 0.34164], [-2.23991, -0.30717, -0.73438], [-1.11117, 0.85999, -1.46368], [-1.43691, -1.03617, -2.80111]],
  "forces_ev_per_angstrom": [[0.4, -0.2, -0.3], [-0.3, 0.1, 0.2], [0.1, 0.1, 0.2], [0.2, 0.0, -0.2], [-0.1, -0.1, -0.1], [-0.1, 0.3, 0.3], [-0.2, 0.0, -0.3], [-0.1, -0.1, 0.0], [-0.1, 0.1, -0.1], [-0.1, 0.1, 0.1], [0.0, -0.2, 0.0], [0.0, 0.1, 0.0], [0.2, 0.0, 0.0], [0.0, -0.2, 0.1], [0.1, 0.0, 0.1]]
}

=====

[2]
{
  "formula": "C22H17BCl5N2O2V",
  "method": "ωB97M-V/def2-TZVPD",
  "relative_energy_ev": 0.611,
  "spin_multiplicity": 2,
  "total_charge": -1,
  "species": ["V", "Cl", "C", "C", "C", "Cl", "C", "Cl", "C", "Cl", "C", "Cl", "C", "C", "C", "C", "C", "C", "N", "C", "C", "C", "C", "C", "C", "C", "O", "O", "C", "C", "H", "H", "H", "H", "H", "H", "H", "H", "H", "H", "H", "H", "H", "H", "B", "C", "N", "H", "H", "H"],
  "positions_angstrom": [[0.84736, 0.23902, -0.47049], [-2.28684, -0.92785, -1.54153], [-0.87874, -1.46143, -2.39395], [0.35694, -0.97446, -1.95304], [1.46848, -1.48416, -2.62306], [2.98103, -0.89925, -2.00172], [1.40168, -2.40990, -3.64797], [2.83499, -3.02240, -4.38140], [0.14886, -2.84684, -4.07629], [0.01569, -3.97590, -5.37036], [-0.99695, -2.36972, -3.43623], [-2.55108, -2.93035, -3.93130], [-6.02855, 5.89930, -0.98768], [-5.51104, 4.59330, -1.53240], [-6.38799, 3.69924, -2.13452], [-5.94237, 2.47436, -2.60516], [-4.60149, 2.15200, -2.51347], [-3.70242, 3.04641, -1.93778], [-2.34116, 2.66479, -1.88541], [-1.29814, 3.39402, -2.39568], [-1.53465, 4.37490, -3.37234], [-0.49478, 5.06509, -3.95919], [0.82219, 4.79399, -3.60560], [1.07376, 3.84102, -2.63871], [0.04170, 3.13857, -2.01354], [0.41728, 2.21839, -0.91553], [1.65228, 1.98989, -0.63806], [-0.45950, 1.65317, -0.14055], [-4.15566, 4.26511, -1.40711], [-3.21855, 5.18928, -0.67777], [-7.08544, 6.02197, -1.22065], [-5.47824, 6.74425, -1.40638], [-5.91431, 5.93771, 0.09801], [-7.43542, 3.96512, -2.22305], [-6.63820, 1.78038, -3.05983], [-4.22554, 1.20919, -2.89045], [-2.09124, 1.93597, -1.23358], [-2.55908, 4.57418, -3.66225], [-0.71028, 5.81855, -4.70735], [1.64091, 5.32259, -4.07638], [2.08750, 3.61795, -2.33487], [-2.32955, 4.65882, -0.34676], [-3.70600, 5.61806, 0.19825], [-2.89060, 6.01395, -1.31691], [1.06721, -3.18262, 2.51161], [0.90964, -2.05869, 1.45112], [0.77395, -1.22587, 0.65039], [0.72246, -2.72522, 3.57873], [2.23071, -3.51859, 2.52979], [0.34567, -4.09022, 2.16104]],
  "forces_ev_per_angstrom": [[0.9, 2.4, -0.4], [-0.3, 0.0, 0.0], [0.6, 0.1, 0.1], [-0.7, -1.1, -1.5], [-0.7, 0.0, 0.2], [0.5, 0.0, -0.1], [0.0, 0.0, -0.1], [0.1, 0.0, 0.0], [0.0, 0.1, 0.1], [0.0, -0.1, -0.1], [0.0, 0.0, 0.0], [-0.1, 0.0, -0.1], [0.1, -0.1, 0.0], [0.0, 0.0, 0.0], [0.0, 0.0, 0.0], [-0.1, 0.0, 0.0], [0.0, 0.0, 0.0], [-0.1, 0.1, -0.1], [0.0, 0.0, 0.3], [0.2, 0.0, -0.2], [-0.1, 0.0, 0.1], [0.0, 0.0, 0.0], [0.1, 0.0, -0.1], [-0.1, 0.0, 0.0], [0.0, 0.1, 0.1], [-0.6, 0.9, -0.9], [0.6, 0.5, 0.2], [-0.3, 0.0, 0.3], [0.1, -0.1, 0.0], [0.0, 0.0, -0.1], [0.0, 0.0, 0.0], [0.0, 0.0, 0.0], [0.0, 0.1, 0.0], [0.0, 0.0, 0.0], [0.0, 0.0, 0.0], [0.0, 0.0, 0.0], [0.1, -0.1, 0.1], [0.0, 0.0, 0.0], [0.0, 0.0, 0.0], [0.0, 0.0, 0.0], [0.0, 0.0, 0.0], [0.0, 0.0, 0.0], [0.0, 0.0, 0.0], [0.0, 0.0, 0.0], [0.0, -0.3, 0.2], [0.0, 0.3, -0.3], [-0.2, -2.7, 2.2], [0.0, 0.0, 0.0], [0.1, 0.0, 0.0], [0.0, -0.1, 0.0]]
}

=====

[3]
{
  "formula": "C3H4N2O2",
  "method": "ωB97M-V/def2-TZVPD",
  "relative_energy_ev": 4.627,
  "total_charge": 0,
  "species": ["N", "C", "C", "O", "C", "O", "N", "H", "H", "H", "H"],
  "positions_angstrom": [[-1.76180, -0.34116, -0.17599], [-0.48000, -0.16898, 0.19178], [0.12846, 0.96975, 0.73776], [1.45204, 0.48530, 1.19254], [1.51796, 0.04611, -0.08173], [2.00086, 0.63907, -1.00832], [0.51706, -1.06882, -0.19280], [-1.94439, -0.91749, -0.98577], [-2.40273, 0.41922, 0.00160], [0.40409, 1.76826, 0.01149], [0.71686, -1.87545, 0.39739]],
  "forces_ev_per_angstrom": [[0.1, 0.1, -0.1], [-0.2, 0.2, -0.2], [-0.3, 0.3, 0.0], [0.1, 0.2, -0.4], [1.1, 0.0, -0.7], [0.8, -1.3, 0.1], [0.0, 0.1, 0.1], [0.0, 0.0, 0.2], [0.1, -0.1, 0.0], [-1.6, 0.4, 1.1], [-0.1, 0.1, -0.1]]
}

=====

[4]
{
  "formula": "C4H6NO",
  "method": "ωB97M-V/def2-TZVPD",
  "relative_energy_ev": 2.410,
  "spin_multiplicity": 3,
  "total_charge": -1,
  "species": ["C", "C", "C", "C", "N", "O", "H", "H", "H", "H", "H", "H"],
  "positions_angstrom": [[-0.07214, 0.00435, -1.08980], [1.19320, 0.25594, -0.88739], [-0.96971, -0.53714, 0.12463], [-0.09153, -1.37684, 0.80882], [0.53023, -0.98298, 1.89149], [1.40443, -1.60816, 2.57343], [1.75719, 0.68626, -1.72417], [1.86989, 0.22019, -0.04383], [-1.45247, 0.18830, 0.66454], [-1.68686, -1.17533, -0.37229], [0.27753, -2.21564, 0.34745], [0.19623, -0.21029, 2.57016]],
  "forces_ev_per_angstrom": [[-1.1, 0.3, 1.6], [1.9, 1.4, -1.6], [0.2, -1.4, -3.9], [-1.9, -2.0, -0.1], [1.2, 4.9, 5.3], [1.6, -2.0, 0.2], [-0.1, -0.1, -0.2], [-0.4, -0.5, 0.6], [-1.1, 2.1, 1.2], [-0.8, 0.1, -0.1], [0.9, -1.8, -0.8], [-0.5, -1.0, -2.2]]
}